(1)
ORCA calculation (wB97M-V/def2-TZVPD) on a 19-piece molecular cluster, C19H76O19 overall.

* highest occupied orbital energy: -9.8 eV
* total energy: -59829.6687 eV
* molar mass: 608.80 Da
* energy relative to the best compared isomer or geometry (same formula, charge and spin): 1.337 eV
* HOMO-LUMO gap: 10.276 eV
* total charge: 0

Geometry (Å):
C -1.204 -0.454 -2.585
O -1.086 -0.027 -1.298
H -1.083 -1.534 -2.585
H -2.173 -0.168 -3.062
H -0.430 -0.019 -3.215
H -1.407 0.853 -1.150
C -2.086 -2.386 0.800
O -0.705 -2.032 0.693
H -2.728 -1.635 1.255
H -2.536 -2.656 -0.169
H -2.122 -3.302 1.381
H -0.747 -1.248 0.096
C -3.317 -1.350 4.278
O -3.683 -0.014 3.946
H -2.626 -1.311 5.184
H -4.275 -1.737 4.632
H -2.884 -2.011 3.580
H -2.867 0.469 3.864
C 0.242 1.450 -6.801
O -0.816 1.147 -5.939
H 0.147 0.927 -7.757
H 0.150 2.523 -7.019
H 1.213 1.168 -6.375
H -0.899 0.188 -5.926
C 1.874 -2.036 -6.010
O 1.062 -1.686 -4.885
H 2.700 -2.670 -5.683
H 1.278 -2.610 -6.729
H 2.357 -1.221 -6.581
H 1.541 -1.866 -4.072
C -6.237 0.012 1.004
O -5.608 0.826 2.003
H -6.767 0.818 0.328
H -5.525 -0.659 0.500
H -7.033 -0.601 1.409
H -5.228 0.395 2.776
C 4.531 1.055 0.001
O 5.120 0.672 -1.154
H 5.290 1.548 0.701
H 3.743 1.866 -0.054
H 3.954 0.311 0.575
H 4.460 0.808 -1.849
C 1.718 -1.425 4.727
O 0.639 -0.792 5.478
H 1.680 -2.514 4.862
H 1.555 -1.115 3.679
H 2.675 -1.168 5.108
H 0.776 0.167 5.386
C -1.811 5.835 2.920
O -2.197 4.764 2.130
H -2.605 6.161 3.645
H -0.895 5.659 3.481
H -1.637 6.728 2.285
H -3.083 4.406 2.296
C -0.872 -7.142 -3.199
O -1.118 -6.973 -1.801
H -1.732 -7.485 -3.748
H -0.435 -6.196 -3.703
H -0.134 -7.935 -3.462
H -0.873 -6.089 -1.494
C -4.606 3.355 4.029
O -4.921 3.735 2.680
H -5.449 2.844 4.534
H -3.734 2.633 4.024
H -4.377 4.340 4.530
H -5.296 2.946 2.238
C 2.703 -2.180 -1.364
O 3.027 -1.875 -2.719
H 3.438 -1.930 -0.618
H 1.781 -1.655 -1.052
H 2.561 -3.295 -1.258
H 3.829 -2.441 -2.921
C -0.445 1.253 2.801
O -0.614 2.439 3.569
H -1.381 0.798 2.475
H 0.121 1.384 1.846
H 0.020 0.500 3.450
H -0.962 3.087 2.978
C 2.570 3.095 5.544
O 1.911 2.074 4.793
H 3.412 3.387 4.992
H 1.972 3.968 5.848
H 3.023 2.588 6.407
H 1.127 2.383 4.271
C 6.412 -2.420 -2.332
O 5.383 -3.379 -2.656
H 7.337 -2.878 -1.938
H 6.774 -1.856 -3.187
H 6.035 -1.687 -1.669
H 5.351 -4.101 -2.046
C 0.571 4.294 -0.278
O 0.354 3.997 1.096
H 1.178 5.196 -0.467
H 1.036 3.418 -0.728
H -0.471 4.383 -0.653
H -0.263 4.674 1.424
C 4.438 1.047 -4.455
O 3.391 0.869 -3.438
H 4.611 2.073 -4.707
H 5.339 0.622 -4.039
H 4.156 0.403 -5.313
H 3.189 -0.031 -3.277
C 0.171 -5.274 0.700
O 0.196 -4.652 -0.600
H 0.934 -4.689 1.272
H -0.857 -5.243 1.197
H 0.504 -6.343 0.690
H 0.019 -3.719 -0.353
C -3.838 2.410 -0.409
O -2.401 2.352 -0.465
H -4.100 3.187 0.386
H -4.298 2.668 -1.318
H -4.157 1.449 -0.095
H -1.940 3.109 -0.117

=====

(2)
ORCA calculation (wB97M-V/def2-TZVPD) on C19H8Cl5NO10S2Sn as an isolated structure.

* highest occupied orbital energy (alpha / beta): -1.4 / -1.4 eV
* total energy: -131905.7154 eV
* molar mass: 770.38 Da
* energy relative to the best compared isomer or geometry (same formula, charge and spin): 10.896 eV
* HOMO-LUMO gap (alpha / beta): 5.269 / 5.269 eV
* total charge: -2

Geometry (Å):
Sn 0.973 1.178 -1.794
O 0.904 3.029 2.221
C 1.273 1.803 1.828
O 1.813 1.593 0.768
C 0.972 0.745 2.840
C 1.307 0.899 4.177
C 0.996 -0.146 5.034
C 0.321 -1.245 4.538
C -0.023 -1.273 3.188
N 0.341 -0.311 2.344
C -0.972 -2.344 2.652
O -0.746 -3.520 2.956
O -1.953 -1.860 2.026
H 0.920 3.585 1.423
H 1.802 1.797 4.521
H 1.272 -0.095 6.082
H 0.056 -2.088 5.162
Cl 3.806 -0.862 1.070
C 3.762 -2.130 -0.078
C 2.592 -2.555 -0.807
C 1.377 -1.935 -0.745
Cl 0.116 -1.397 -1.453
C 3.042 -3.625 -1.660
Cl 2.057 -4.476 -2.777
C 4.377 -3.824 -1.460
Cl 5.364 -5.017 -2.211
C 4.830 -2.880 -0.482
Cl 6.450 -2.739 0.079
O -1.397 1.715 0.497
S -1.563 2.813 -0.435
O -2.236 3.901 0.247
O -0.231 3.139 -1.026
C -2.444 2.327 -1.893
C -3.807 2.608 -1.924
C -4.583 2.300 -3.024
C -3.971 1.695 -4.118
C -2.618 1.429 -4.101
C -1.812 1.735 -2.993
S -1.840 -0.969 -0.125
O -0.172 -1.486 -3.074
O -3.286 -0.967 -0.336
O -0.511 1.467 -3.123
H -4.238 3.079 -1.050
H -5.641 2.527 -3.030
H -4.553 1.425 -4.992
H -2.125 0.957 -4.942

=====

(3)
ORCA calculation (wB97M-V/def2-TZVPD) on one molecule with the formula C2.

* highest occupied orbital energy: -9.6 eV
* total energy: -2061.9616 eV
* molar mass: 24.02 Da
* energy relative to the best compared isomer or geometry (same formula, charge and spin): 2.770 eV
* HOMO-LUMO gap: 6.520 eV
* total charge: 0

Geometry (Å):
C -0.108 -0.709 0.588
C 0.108 0.709 -0.588

=====

(4)
ORCA calculation (wB97M-V/def2-TZVPD) on one molecule with the formula C2.

* highest occupied orbital energy: -10.1 eV
* total energy: -2062.9613 eV
* molar mass: 24.02 Da
* energy relative to the best compared isomer or geometry (same formula, charge and spin): 1.771 eV
* HOMO-LUMO gap: 6.648 eV
* total charge: 0

Geometry (Å):
C -0.510 0.249 0.639
C 0.510 -0.249 -0.639

=====

(5)
ORCA calculation (wB97M-V/def2-TZVPD) on C20H12IrN2O2S2 as an isolated structure.

* highest occupied orbital energy (alpha / beta): -4.9 / -4.9 eV
* total energy: -52521.4207 eV
* molar mass: 568.68 Da
* energy relative to the best compared isomer or geometry (same formula, charge and spin): 1.858 eV
* HOMO-LUMO gap (alpha / beta): 6.662 / 6.661 eV
* total charge: -1

Geometry (Å):
Ir -1.198 0.517 -0.823
S 0.993 1.627 -0.225
C 0.775 2.131 1.416
C 1.897 2.588 2.106
C 1.807 3.081 3.401
C 2.973 3.439 4.101
N 3.934 3.696 4.676
C 0.537 3.165 4.020
C -0.581 2.694 3.340
C -0.486 2.142 2.063
S -1.925 1.489 1.348
C 0.405 3.714 5.310
N 0.263 4.167 6.357
H 2.859 2.529 1.621
H -1.547 2.740 3.818
C -3.702 1.796 -4.003
C -2.826 1.326 -2.854
O -1.587 1.537 -2.893
O -3.352 0.745 -1.881
H -3.229 1.559 -4.954
H -3.822 2.875 -3.931
H -4.676 1.321 -3.927
C 2.672 -3.361 -2.445
C 2.257 -2.069 -2.800
C 1.189 -1.491 -2.169
C 0.460 -2.182 -1.178
C -0.650 -1.573 -0.522
C -1.368 -2.353 0.362
C -1.025 -3.689 0.624
C 0.082 -4.253 0.055
C 0.851 -3.514 -0.866
C 1.987 -4.064 -1.495
H 3.542 -3.790 -2.926
H 2.791 -1.540 -3.578
H 0.874 -0.479 -2.410
H -2.224 -1.933 0.876
H -1.642 -4.267 1.298
H 0.384 -5.265 0.297
H 2.306 -5.058 -1.207

=====

(6)
ORCA calculation (wB97M-V/def2-TZVPD) on C20H12N3O6SSbSe4Ta as an isolated structure.

* highest occupied orbital energy: -4.0 eV
* total energy: -317999.7944 eV
* molar mass: 1040.95 Da
* energy relative to the best compared isomer or geometry (same formula, charge and spin): 5.209 eV
* HOMO-LUMO gap: 3.426 eV
* total charge: -1

Geometry (Å):
Ta -1.142 1.204 -1.058
O -2.393 0.717 2.223
C -2.459 0.846 1.036
O -2.421 1.977 0.372
C -2.622 -0.444 0.059
C -3.172 -1.501 0.837
C -3.826 -2.571 0.301
C -4.089 -2.610 -1.068
C -3.810 -1.518 -1.849
C -3.194 -0.364 -1.341
S -3.093 1.008 -2.470
H -3.009 -1.422 1.904
H -4.178 -3.366 0.946
H -4.583 -3.472 -1.500
H -4.106 -1.507 -2.889
O 0.023 0.160 0.331
C -0.554 -0.868 -0.291
O -0.470 -0.693 -1.598
C -0.349 -2.227 0.259
C -0.460 -3.329 -0.578
C -0.397 -4.610 -0.051
C -0.239 -4.796 1.313
C -0.103 -3.674 2.116
C -0.152 -2.389 1.624
N 0.082 -3.868 3.566
O 0.517 -2.936 4.206
O -0.217 -4.952 4.027
H -0.596 -3.164 -1.639
H -0.477 -5.468 -0.703
H -0.221 -5.778 1.760
H -0.051 -1.533 2.277
N 6.205 5.244 -1.475
C 5.409 4.597 -0.958
C 4.461 3.758 -0.278
C 4.587 3.533 1.086
C 3.703 2.660 1.693
C 2.731 2.054 0.913
N 2.580 2.290 -0.389
C 3.434 3.122 -0.977
H 5.363 4.035 1.648
H 3.764 2.448 2.752
H 2.030 1.348 1.346
H 3.316 3.292 -2.042
Se 2.602 3.946 -4.660
Sb 1.036 5.107 -3.307
Se -0.226 2.987 -2.148
Se 1.614 6.302 -1.284
Se -0.851 6.425 -4.038

=====

Q: Which strongest force on any atom values were calculated for the entries above? A: 4.5 5.0 6.9 6.7 2.6 5.2, in eV/Å.